Entry 1
{"formula": "BrClFHSi", "method": "ωB97M-V with the def2-TZVPD basis set", "spin_multiplicity": 1, "species": ["F", "Si", "Cl", "Br", "H"], "positions_angstrom": [[0.50256, -2.30619, -0.89124], [0.52176, -0.70460, -0.55318], [-2.26284, 2.18140, 1.23199], [2.70499, -0.34006, -0.54543], [-1.46647, 1.16945, 0.75786]]}


Entry 2
{"formula": "BrClFHSi", "method": "ωB97M-V with the def2-TZVPD basis set", "smiles": "F[Si@@H](Cl)Br", "spin_multiplicity": 1, "species": ["F", "Si", "Cl", "Br", "H"], "positions_angstrom": [[0.74685, 1.38760, 0.03325], [0.03655, -0.02757, -0.33752], [1.30548, -1.56512, -0.37544], [-1.12772, -0.30719, 1.88269], [-0.96116, 0.51228, -1.20298]]}


Energy ordering: entry 2 at the bottom, the next structure 138.0 kJ/mol above.


Entry 1
{"formula": "C2H10O4", "method": "ωB97M-V with the def2-TZVPD basis set", "smiles": "C=CO.O.O.O", "spin_multiplicity": 1, "species": ["C", "C", "O", "H", "H", "H", "H", "O", "H", "H", "O", "H", "H", "O", "H", "H"], "positions_angstrom": [[0.61589, -1.11167, -1.13291], [-0.49057, -0.46870, -1.42542], [-0.47724, 0.42896, -2.40210], [0.72276, -1.70430, -0.27412], [1.54776, -0.88688, -1.69395], [-1.39450, -0.45182, -0.96557], [-0.16738, 0.27879, -3.27917], [1.41242, 2.31690, -0.06122], [0.95250, 2.58913, -0.86139], [1.13651, 1.49172, 0.20870], [-2.65370, -0.18507, 1.91331], [-2.29746, -1.02442, 1.47845], [-2.59990, 0.38090, 1.17599], [1.20627, -0.78903, 2.73373], [1.53640, -1.02670, 1.94560], [0.95022, 0.16220, 2.64007]]}


Entry 2
{"formula": "C2H10O4", "method": "ωB97M-V with the def2-TZVPD basis set", "smiles": "CC=O.O.O.O", "spin_multiplicity": 1, "species": ["C", "C", "O", "H", "H", "H", "H", "O", "H", "H", "O", "H", "H", "O", "H", "H"], "positions_angstrom": [[-0.07006, -1.20304, 1.21777], [-0.56029, -0.20351, 2.20594], [-0.32164, 0.98030, 2.16570], [0.01333, -2.18563, 1.66278], [-0.84309, -1.30717, 0.43674], [0.77702, -0.78321, 0.69523], [-1.14800, -0.57840, 3.06377], [-0.26198, 1.84507, -0.48114], [-0.17505, 1.59278, 0.46052], [-0.07716, 2.78937, -0.46941], [-0.90500, -0.31764, -2.01957], [-0.79647, 0.01386, -2.91357], [-0.69645, 0.40158, -1.39139], [1.97760, -0.57591, -1.37916], [1.07623, -0.82806, -1.65157], [2.01101, 0.35960, -1.60263]]}


Energy ordering: entry 2 at the bottom, the next structure 190.9 kJ/mol above.


Entry 1
{"formula": "C2H10O4", "method": "ωB97M-V with the def2-TZVPD basis set", "smiles": "CC=O.O.O.O", "spin_multiplicity": 1, "species": ["C", "C", "O", "H", "H", "H", "H", "O", "H", "H", "O", "H", "H", "O", "H", "H"], "positions_angstrom": [[-0.32956, 1.54189, -0.37629], [-1.41518, 1.57144, 0.64584], [-2.20008, 0.66139, 0.74294], [-0.73393, 2.29011, -1.08153], [0.62472, 1.95308, -0.08207], [-0.20418, 0.57123, -0.84917], [-1.46226, 2.49078, 1.24976], [-0.40740, -1.47381, 1.42825], [-1.01740, -0.86233, 0.99122], [-0.86807, -1.78886, 2.21193], [2.20138, -0.69345, -0.02017], [2.91567, -0.83913, 0.57669], [1.53677, -0.51815, 0.64649], [0.42700, -1.30668, -2.26318], [1.04095, -1.48626, -1.53624], [-0.10843, -2.11128, -2.28447]]}


Entry 2
{"formula": "C2H10O4", "method": "ωB97M-V with the def2-TZVPD basis set", "smiles": "C=CO.O.O.O", "spin_multiplicity": 1, "species": ["C", "C", "O", "H", "H", "H", "H", "O", "H", "H", "O", "H", "H", "O", "H", "H"], "positions_angstrom": [[1.59490, 2.14860, -1.81483], [1.00882, 0.93107, -1.82328], [-0.13154, 0.63260, -1.20941], [2.43749, 2.26981, -2.48098], [1.35056, 2.92325, -1.09702], [1.52805, 0.28010, -2.51802], [-0.43367, 1.23649, -0.50252], [-1.43770, 0.43315, 1.21050], [-1.60818, -0.33334, 0.61644], [-1.61415, 0.23536, 2.13611], [-1.44422, -1.93236, -0.27823], [-1.85324, -2.66163, 0.20935], [-0.53449, -1.76400, 0.01459], [0.29398, -1.78676, 2.29108], [1.04215, -1.63771, 2.88253], [-0.19876, -0.97465, 2.36368]]}


Energy ordering: entry 1 at the bottom, the next structure 79.7 kJ/mol above.


Entry 1
{"formula": "C3H5F", "method": "ωB97M-V with the def2-TZVPD basis set", "spin_multiplicity": 1, "species": ["C", "C", "C", "F", "H", "H", "H", "H", "H"], "positions_angstrom": [[0.12723, 0.57533, 0.58584], [-0.63386, 2.30003, -0.36569], [0.00157, -0.65978, -0.16192], [-0.29138, 3.20115, 0.57235], [1.01170, 1.05384, 1.09547], [-1.63775, 2.36483, -0.68452], [0.95979, -0.98071, -0.53396], [-0.49569, -1.52032, 0.29524], [-0.51628, -0.18952, -0.95184]]}


Entry 2
{"formula": "C3H5F", "method": "ωB97M-V with the def2-TZVPD basis set", "smiles": "C=C(C)F", "spin_multiplicity": 1, "species": ["C", "C", "C", "F", "H", "H", "H", "H", "H"], "positions_angstrom": [[-0.48946, 1.18669, 0.58154], [-0.29556, 0.18031, -0.24468], [0.65281, -0.90824, -0.18264], [-1.31633, 0.08067, -1.30481], [-1.19662, 1.82498, 0.18689], [0.14226, 1.25972, 1.41674], [1.29229, -0.54313, 0.53188], [0.17302, -1.87868, 0.15870], [1.03759, -1.20231, -1.14362]]}


Energy ordering: entry 2 at the bottom, the next structure 509.2 kJ/mol above.


Entry 1
{"formula": "C4H13O3S", "method": "ωB97M-V with the def2-TZVPD basis set", "total_charge": -1, "spin_multiplicity": 1, "species": ["C", "O", "C", "C", "C", "S", "H", "H", "H", "H", "H", "H", "H", "H", "H", "H", "H", "O", "H", "H", "O"], "positions_angstrom": [[-0.85190, -1.13639, -0.86861], [-1.70669, -0.14140, -0.51492], [0.44972, -0.60013, -1.52230], [0.97420, 0.53344, -0.72079], [2.40650, 0.75433, -0.52258], [3.07440, -0.54085, 0.60502], [-1.32288, -1.83179, -1.58395], [-0.47295, -1.71280, 0.00594], [1.18483, -1.39759, -1.55080], [0.29683, -0.23562, -2.53971], [0.27830, 1.37743, -0.72371], [0.88932, 0.11944, 0.48554], [2.63972, 1.69335, -0.02898], [3.00570, 0.59833, -1.41793], [0.90882, -0.13184, 1.26830], [-2.02581, 1.13158, 1.89278], [-1.24660, 2.25596, 1.24343], [-1.74289, 2.05042, 2.04096], [-2.15405, -0.45529, 0.79365], [-2.11006, -1.61253, 1.87254], [-2.47453, -0.71808, 1.78611]]}


Entry 2
{"formula": "C4H13O3S", "method": "ωB97M-V with the def2-TZVPD basis set", "total_charge": -1, "spin_multiplicity": 1, "species": ["C", "O", "C", "C", "C", "S", "H", "H", "H", "H", "H", "H", "H", "H", "H", "H", "H", "O", "H", "H", "O"], "positions_angstrom": [[-1.62469, 0.25157, -1.48627], [-1.38676, 0.67822, -2.71744], [-0.54588, -0.78176, -0.96823], [-0.52560, -0.91684, 0.56565], [0.74006, -1.55448, 1.11952], [1.44022, -0.47468, 2.49715], [-2.58718, -0.31437, -1.42516], [-1.48657, 1.07657, -0.71822], [-0.64702, -1.77367, -1.42543], [0.44843, -0.51085, -1.34566], [-0.75188, 0.03137, 1.05246], [-1.42842, -1.51060, 0.76959], [1.47166, -1.67785, 0.32922], [0.69221, -2.54235, 1.56977], [2.45962, -0.11896, 1.70733], [3.20099, 1.40451, -0.38914], [2.24131, 0.22321, -0.21941], [3.09837, 0.46931, -0.57289], [-1.45900, 2.89673, 1.32509], [-1.67468, 2.13305, -0.06298], [-1.67519, 3.01186, 0.39504]]}


Energy ordering: entry 2 at the bottom, the next structure 177.3 kJ/mol above.


Entry 1
{"formula": "C5H9N2P", "method": "ωB97M-V with the def2-TZVPD basis set", "smiles": "CPCc1ccn[nH]1", "spin_multiplicity": 1, "species": ["C", "P", "C", "C", "C", "C", "N", "N", "H", "H", "H", "H", "H", "H", "H", "H", "H"], "positions_angstrom": [[-1.43457, 2.40391, 1.26148], [-1.50555, 0.86733, 0.31203], [0.35597, 0.55614, 0.30340], [0.71321, -0.80740, -0.33854], [1.34999, -1.24962, -1.48315], [1.21618, -2.68576, -1.46786], [0.56844, -3.04843, -0.35021], [0.26543, -1.90965, 0.26086], [-2.08861, 3.30759, 0.88168], [-0.34489, 2.78533, 1.41987], [-1.77561, 2.34840, 2.31182], [-1.65304, 1.52468, -1.02742], [0.91247, 1.43501, -0.00761], [0.56146, 0.68469, 1.40677], [1.73857, -0.64291, -2.34765], [1.34305, -3.53194, -2.21145], [-0.22248, -2.03737, 1.07597]]}


Entry 2
{"formula": "C5H9N2P", "method": "ωB97M-V with the def2-TZVPD basis set", "smiles": "C1#[PH]C=NN1.C=CC", "spin_multiplicity": 1, "species": ["C", "P", "C", "N", "N", "H", "H", "H", "C", "C", "C", "H", "H", "H", "H", "H", "H"], "positions_angstrom": [[-1.32734, -0.68850, 0.54631], [-2.00472, 0.92311, 0.95239], [-3.16870, 0.74237, -0.47185], [-3.21160, -0.43672, -1.02921], [-2.03486, -1.14713, -0.50087], [-1.24085, 1.96568, 0.45312], [-3.83648, 1.62472, -0.72968], [-1.96383, -2.09365, -0.96424], [1.24187, -0.76381, -0.67925], [1.92533, -0.59120, 0.46846], [2.71973, 0.63890, 0.79692], [1.46355, 0.05290, -1.32261], [0.74893, -1.64083, -1.13416], [1.89173, -1.39368, 1.23854], [2.56438, 0.92402, 1.81649], [2.43270, 1.33181, 0.03154], [3.80016, 0.55203, 0.52809]]}


Energy ordering: entry 1 at the bottom, the next structure 329.0 kJ/mol above.